# 1
{
  "formula": "C24H28ClN3O3",
  "method": "ωB97M-V with the def2-TZVPD basis set",
  "orbital_gap_ev": 8.260,
  "lumo_ev": 0.60,
  "total_charge": 0,
  "relative_energy_ev": 1.2204,
  "elements": ["C", "H", "O", "C", "C", "C", "C", "C", "C", "N", "C", "H", "C", "N", "C", "O", "C", "H", "C", "H", "H", "C", "N", "C", "O", "C", "C", "C", "C", "C", "C", "Cl", "H", "H", "H", "H", "C", "C", "H", "H", "H", "H", "H", "H", "C", "C", "H", "H", "H", "H", "H", "H", "H", "H", "H", "H", "H", "H", "H"],
  "xyz": [[4.2264, 2.2619, -1.6102], [3.3352, 2.8961, -1.6679], [3.9624, 1.0511, -0.9470], [3.0865, 0.1609, -1.5263], [2.3762, 0.4406, -2.6815], [1.5323, -0.5029, -3.2471], [1.4010, -1.7391, -2.6521], [2.0889, -2.0232, -1.4847], [2.9295, -1.0901, -0.8844], [3.6747, -1.3815, 0.2647], [3.6385, -0.4807, 1.3938], [4.6266, -0.4866, 1.8671], [2.5630, -0.9222, 2.4319], [1.7586, -1.9847, 1.8810], [0.4712, -1.9363, 1.4639], [-0.0483, -2.8938, 0.9197], [-0.3040, -0.6408, 1.7175], [-0.0768, -0.2790, 2.7239], [-1.8098, -0.9248, 1.6091], [-1.9544, -1.7581, 0.9189], [-2.2039, -1.2285, 2.5796], [-2.5857, 0.2878, 1.1106], [-2.1386, 0.6511, -0.2191], [-2.8653, 1.3712, -1.0922], [-2.4678, 1.6793, -2.2010], [-4.2335, 1.7839, -0.6204], [-5.3660, 1.1481, -1.1123], [-6.6288, 1.5750, -0.7413], [-6.7719, 2.6535, 0.1158], [-5.6550, 3.3103, 0.6027], [-4.3960, 2.8710, 0.2302], [-2.9972, 3.7015, 0.8212], [-5.7549, 4.1581, 1.2622], [-7.7556, 2.9925, 0.4029], [-7.5016, 1.0702, -1.1262], [-5.2433, 0.3172, -1.7906], [-0.7755, 0.2920, -0.5593], [0.1030, 0.4189, 0.6756], [1.1423, 0.2941, 0.3770], [-0.0140, 1.4208, 1.0950], [-0.4469, 0.9643, -1.3551], [-0.7305, -0.7328, -0.9436], [-2.4440, 1.1290, 1.8031], [-3.6542, 0.0560, 1.0807], [2.5538, -3.1609, 1.5817], [3.7748, -2.7476, 0.7183], [4.6884, -2.8117, 1.3192], [3.8921, -3.4076, -0.1407], [1.9038, -3.8665, 1.0638], [2.8841, -3.6160, 2.5223], [1.9486, -0.0744, 2.7231], [3.0532, -1.3130, 3.3321], [3.4416, 0.5285, 1.0442], [1.9404, -2.9879, -1.0305], [0.7533, -2.4883, -3.0807], [0.9884, -0.2604, -4.1463], [2.4819, 1.3981, -3.1653], [4.6186, 2.0931, -2.6178], [4.9841, 2.7630, -1.0089]]
}

# 2
{
  "formula": "C24H28CuF4N6O3S2",
  "method": "ωB97M-V with the def2-TZVPD basis set",
  "orbital_gap_ev": [8.036, 7.778],
  "lumo_ev": [0.25, 0.09],
  "total_charge": 0,
  "multiplicity": 2,
  "relative_energy_ev": 0.0328,
  "s2": 0.7526,
  "elements": ["Cu", "C", "N", "C", "C", "C", "N", "C", "C", "F", "C", "F", "C", "C", "F", "C", "F", "H", "H", "H", "H", "H", "H", "H", "H", "H", "H", "H", "N", "C", "C", "C", "C", "C", "C", "S", "O", "O", "N", "C", "N", "C", "C", "C", "N", "H", "H", "H", "H", "H", "H", "H", "H", "H", "O", "S", "C", "C", "C", "C", "H", "H", "H", "H", "H", "H", "H", "H"],
  "xyz": [[0.6751, 0.8050, 1.0397], [0.4606, 1.8977, 3.7443], [0.7946, 0.6182, 3.0930], [-0.1004, -0.4345, 3.6007], [2.2112, 0.2634, 3.3582], [2.7469, -0.6002, 2.2259], [2.4678, 0.1156, 0.9890], [3.5160, 0.6957, 0.3281], [3.5455, 2.0591, -0.0029], [2.5690, 2.8690, 0.4539], [4.5689, 2.6148, -0.7449], [4.5257, 3.9278, -1.0203], [5.6416, 1.8622, -1.1793], [5.6493, 0.5218, -0.8428], [6.6633, -0.2577, -1.2507], [4.6211, -0.0478, -0.1223], [4.6505, -1.3724, 0.1222], [0.6701, 1.8410, 4.8187], [-0.5937, 2.1157, 3.5893], [1.0646, 2.6932, 3.3087], [0.0037, -0.5158, 4.6890], [0.1473, -1.3849, 3.1342], [-1.1259, -0.1724, 3.3537], [2.2960, -0.2081, 4.3448], [2.7825, 1.1935, 3.3703], [2.2556, -1.5801, 2.2271], [3.8140, -0.7778, 2.3770], [6.4452, 2.3046, -1.7484], [-5.8808, -2.5610, -1.3633], [-5.0935, -1.5642, -0.8017], [-5.1278, -0.2637, -1.3089], [-4.3925, 0.7426, -0.7095], [-3.6091, 0.4596, 0.3998], [-3.5616, -0.8310, 0.9116], [-4.3009, -1.8362, 0.3182], [-2.6738, 1.7315, 1.1812], [-2.5694, 1.3836, 2.5768], [-3.2465, 2.9938, 0.8164], [-1.1643, 1.5823, 0.5993], [-0.8772, 1.7589, -0.7090], [0.4308, 1.4664, -0.9265], [0.9372, 1.6730, -2.1297], [0.1438, 2.1329, -3.1656], [-1.2011, 2.3186, -2.8688], [-1.7295, 2.1375, -1.6660], [-6.1728, -2.4125, -2.3147], [-5.5993, -3.5087, -1.1770], [-5.7501, -0.0423, -2.1681], [-4.4155, 1.7553, -1.0872], [-2.9491, -1.0416, 1.7772], [-4.2821, -2.8397, 0.7286], [1.9904, 1.4461, -2.2620], [0.5423, 2.3150, -4.1515], [-1.8929, 2.6314, -3.6448], [-0.1964, -1.3842, 0.6657], [0.2962, -2.5922, -0.0775], [-1.0819, -3.0744, -1.1812], [-0.6347, -2.8729, -2.6254], [0.3034, -1.6698, -2.5958], [1.2814, -1.9727, -1.4720], [-1.8699, -2.3739, -0.8956], [-1.4043, -4.0868, -0.9429], [-1.4945, -2.7204, -3.2788], [-0.0979, -3.7532, -2.9875], [-0.2622, -0.7633, -2.3685], [0.8171, -1.5152, -3.5453], [1.8401, -1.1306, -1.0605], [1.9827, -2.7646, -1.7454]]
}

# 3
{
  "formula": "C24H28IrN3OP2S2",
  "method": "ωB97M-V with the def2-TZVPD basis set",
  "orbital_gap_ev": 7.307,
  "lumo_ev": 0.44,
  "total_charge": 0,
  "relative_energy_ev": 0.0000,
  "elements": ["Ir", "N", "C", "S", "N", "N", "C", "C", "C", "C", "C", "C", "C", "O", "H", "H", "H", "H", "H", "H", "H", "C", "P", "C", "C", "C", "C", "C", "C", "C", "P", "C", "C", "H", "H", "H", "H", "H", "H", "H", "H", "H", "H", "H", "H", "H", "H", "H", "H", "S", "C", "C", "C", "C", "C", "C", "H", "H", "H", "H", "H"],
  "xyz": [[0.4208, -0.0697, -0.1485], [-1.6489, -2.0140, 3.2160], [-1.1411, -1.2158, 2.2243], [0.2809, -1.8331, 1.4183], [-1.7688, -0.1172, 1.9658], [-1.2195, 0.6337, 0.9354], [-1.6478, 1.8385, 0.8528], [-1.2371, 2.8480, -0.1006], [-1.7375, 4.1393, 0.1166], [-1.4227, 5.1935, -0.7113], [-0.5874, 4.9579, -1.8024], [-0.0842, 3.6988, -2.0483], [-0.3862, 2.6121, -1.2104], [0.0812, 1.4273, -1.5462], [-1.0144, -2.6685, 3.6384], [-2.3105, -1.5699, 3.8314], [-2.3853, 2.1298, 1.5967], [-2.3850, 4.3002, 0.9713], [-1.8137, 6.1827, -0.5177], [-0.3258, 5.7731, -2.4662], [0.5653, 3.5147, -2.8947], [3.7954, -1.1658, -0.4408], [2.2866, -0.6466, -1.2937], [2.8563, 0.6625, -2.4097], [1.8815, -2.0288, -2.4252], [2.8511, -2.7168, -3.1508], [2.4896, -3.7408, -4.0105], [1.1518, -4.0847, -4.1570], [0.1809, -3.4032, -3.4424], [0.5368, -2.3748, -2.5726], [-0.7130, -1.4443, -1.6134], [-1.8676, -2.7154, -1.0178], [-1.6903, -0.5863, -2.8801], [4.6104, -1.2814, -1.1557], [3.6292, -2.1044, 0.0871], [4.0620, -0.4004, 0.2885], [3.6969, 0.3056, -3.0065], [3.1558, 1.5179, -1.8027], [2.0330, 0.9658, -3.0523], [3.8974, -2.4576, -3.0423], [3.2499, -4.2742, -4.5660], [0.8681, -4.8869, -4.8257], [-0.8597, -3.6819, -3.5600], [-2.4334, -3.1332, -1.8510], [-2.5575, -2.2480, -0.3134], [-1.3309, -3.5024, -0.4939], [-1.9974, -1.2804, -3.6630], [-1.1011, 0.2278, -3.2966], [-2.5733, -0.1579, -2.4033], [1.7381, 1.6120, 0.9979], [3.0563, 1.0782, 2.0474], [3.1683, -0.1726, 2.6519], [4.2546, -0.4707, 3.4650], [5.2458, 0.4687, 3.7032], [5.1379, 1.7214, 3.1119], [4.0629, 2.0207, 2.2920], [2.3999, -0.9120, 2.4912], [4.3177, -1.4515, 3.9216], [6.0871, 0.2326, 4.3418], [5.9008, 2.4709, 3.2838], [3.9909, 2.9957, 1.8253]]
}